A 2-piece molecular cluster, C8H19O2P overall at a distorted geometry. Source: the OMol25 dataset; level of theory: ωB97M-V with the def2-TZVPD basis set.

Last column: Mulliken charge in e.
Geometry (Å):
H1 0.2345 -2.4577 -1.0077  0.403
H2 2.0011 -1.8428 0.9413  0.242
H3 -0.4020 3.3262 0.4177  0.467
H4 -2.1020 -3.1476 -0.8586  0.376
H5 2.3196 0.6776 0.9593  0.359
C1 2.5207 0.0476 0.1033  -0.037
C2 -0.7732 1.2294 0.0310  1.746
H6 -1.1355 1.7641 2.0872  0.474
H7 -0.9616 -1.6452 1.3913  0.337
H8 -2.6024 2.3744 -0.0665  0.428
H9 -2.8223 0.6780 -0.4922  0.319
C3 -1.8783 -2.0857 -0.9627  -1.442
C4 -0.4614 -1.7929 -0.4766  0.184
C5 2.8194 -1.3894 0.3904  -1.134
H10 0.2163 2.7644 -1.1415  0.439
C6 -0.9235 0.8646 1.5085  -1.955
H11 -2.6093 -1.5236 -0.3820  0.275
P1 0.1161 -0.0701 -1.0494  0.048
H12 -2.0491 1.7780 -1.6353  0.429
H13 -0.0101 0.4200 1.8974  0.395
H14 2.9674 -1.9499 -0.5326  0.367
H15 -1.7567 0.1791 1.6635  0.365
H16 3.5247 0.1034 -1.5198  0.354
H17 -1.9750 -1.8022 -2.0088  0.405
O1 -0.2831 -2.1029 0.8847  -0.598
H18 3.7286 -1.4745 0.9934  0.366
H19 1.0676 2.3480 0.3408  0.357
C7 0.0835 2.4959 -0.0943  -1.789
O2 3.2931 0.7071 -0.8028  -0.482
C8 -2.1468 1.5266 -0.5791  -1.700

The highest occupied orbital energy comes out at -7.2719 eV. For the energy, the calculation gives -21985.732 eV. The value obtained for the energy above the lowest of the compared OMol25 structures with the same formula, charge and spin is 50.3 kcal per mole. As for the spin multiplicity: 1. As for the gap between HOMO and LUMO: 8.028 eV.